# 1
Entry from the Open Molecules 2025 dataset: C27H32F3N4O2S3W as an isolated structure (ωB97M-V/def2-TZVPD).

Output
Orbital gap   6.21 eV
LUMO level   -10.063 eV

Geometry as ORCA input:
```
! wB97M-V def2-TZVPD RIJCOSX def2/J DEFGRID3
* xyz 3 1
W 0.250 -0.362 0.089
C -0.796 -2.986 -1.330
C -1.092 -3.674 -0.013
C -1.641 -2.785 1.068
C -2.478 -3.324 2.036
C -2.997 -2.526 3.038
C -2.693 -1.170 3.037
C -1.886 -0.682 2.039
N -1.342 -1.471 1.076
N 0.420 -2.108 -1.311
C 0.602 -1.561 -2.689
C 1.652 -0.494 -2.639
C 2.474 -0.189 -3.701
C 3.381 0.857 -3.571
C 3.433 1.549 -2.373
C 2.589 1.183 -1.341
N 1.709 0.171 -1.466
C 1.648 -2.911 -0.994
C 1.975 -2.892 0.467
C 2.737 -3.877 1.067
C 3.024 -3.772 2.419
C 2.518 -2.694 3.133
C 1.759 -1.755 2.471
N 1.504 -1.837 1.149
H -1.640 -2.363 -1.634
H -0.642 -3.739 -2.106
H -0.219 -4.216 0.361
H -1.837 -4.444 -0.217
H -2.719 -4.378 1.990
H -3.643 -2.948 3.797
H -3.086 -0.495 3.784
H -1.651 0.375 1.991
H -0.355 -1.153 -3.022
H 0.877 -2.367 -3.374
H 2.406 -0.759 -4.618
H 4.037 1.120 -4.391
H 4.121 2.369 -2.222
H 2.602 1.718 -0.404
H 2.488 -2.481 -1.541
H 1.515 -3.931 -1.360
H 3.099 -4.713 0.483
H 3.624 -4.526 2.911
H 2.707 -2.579 4.191
H 1.340 -0.908 2.996
C -1.323 4.684 1.012
C -1.003 5.052 -0.434
S 0.079 3.905 -1.343
C -1.032 3.250 -2.617
C -1.003 1.726 -2.689
S -1.268 0.907 -1.089
C -2.965 1.300 -0.579
C -3.127 2.677 0.069
S -1.902 2.998 1.365
H -2.052 5.395 1.400
H -0.431 4.773 1.634
H -0.499 6.018 -0.421
H -1.906 5.199 -1.025
H -0.721 3.617 -3.596
H -2.044 3.615 -2.457
H -0.022 1.378 -3.012
H -1.753 1.341 -3.383
H -3.234 0.502 0.112
H -3.596 1.198 -1.464
H -4.132 2.715 0.491
H -3.069 3.465 -0.675
F 0.573 3.260 3.804
C 0.892 2.052 3.403
F 1.968 1.614 4.051
F -0.119 1.208 3.658
C 1.231 2.069 1.891
O 1.788 2.941 1.336
O 0.898 0.873 1.283
*
```



# 2
Entry from the Open Molecules 2025 dataset: C27H32N10O5RhS3 as an isolated structure (ωB97M-V/def2-TZVPD).

Output
Orbital gap   6.24 eV
LUMO level   -10.159 eV

Geometry as ORCA input:
```
! wB97M-V def2-TZVPD RIJCOSX def2/J DEFGRID3
* xyz 3 1
Rh 0.734 0.714 1.080
N 1.763 1.629 4.930
C 0.437 1.404 5.289
C -0.199 1.463 6.524
C -1.551 1.203 6.525
C -2.245 0.901 5.340
C -1.609 0.840 4.118
C -0.236 1.090 4.105
N 0.701 1.125 3.071
C 1.864 1.461 3.609
C 3.019 1.587 2.738
C 4.317 1.870 3.002
S 5.233 1.815 1.563
C 3.846 1.425 0.683
N 2.749 1.342 1.398
H 2.509 1.889 5.558
H 0.334 1.706 7.433
H -2.096 1.238 7.459
H -3.310 0.722 5.393
H -2.156 0.622 3.213
H 4.785 2.085 3.950
H 3.881 1.243 -0.380
N -0.810 -0.519 1.290
C -1.538 -1.422 1.361
N -2.323 -2.429 1.482
C -3.321 -2.810 0.447
C -4.672 -2.974 1.124
O -4.578 -3.889 2.191
C -3.732 -3.418 3.215
C -2.307 -3.277 2.707
H -2.995 -3.754 0.008
H -3.352 -2.041 -0.323
H -5.390 -3.377 0.412
H -5.038 -2.003 1.482
H -3.758 -4.153 4.018
H -4.096 -2.458 3.604
H -1.899 -4.249 2.428
H -1.661 -2.809 3.448
S -0.865 2.252 0.722
C -0.086 3.770 0.399
N -0.917 4.776 0.018
C -0.466 6.023 -0.233
C 0.872 6.275 -0.115
C 1.676 5.202 0.262
N 1.211 3.979 0.521
H -1.909 4.587 -0.083
H -1.207 6.757 -0.521
H 1.278 7.256 -0.311
H 2.747 5.333 0.362
C 1.839 -4.922 -5.162
C 1.225 -4.030 -6.226
S 0.112 -2.799 -5.590
O -0.556 -3.300 -4.406
O -0.665 -2.251 -6.662
C 1.170 -1.467 -4.994
C 0.243 -0.383 -4.436
N 0.709 0.199 -3.155
C 0.482 -0.320 -1.933
N 0.985 0.490 -0.987
C 1.530 1.570 -1.636
C 1.371 1.389 -2.963
N 1.811 2.311 -3.988
O 2.097 3.421 -3.587
O 1.907 1.901 -5.120
C -0.224 -1.604 -1.700
H 2.404 -5.715 -5.648
H 1.068 -5.377 -4.544
H 2.529 -4.372 -4.520
H 0.605 -4.579 -6.937
H 1.970 -3.482 -6.806
H 1.748 -1.085 -5.834
H 1.847 -1.883 -4.246
H -0.763 -0.758 -4.258
H 0.170 0.433 -5.144
H 1.973 2.407 -1.131
H -0.442 -2.127 -2.630
H -1.164 -1.407 -1.190
H 0.387 -2.259 -1.078
*
```



# 3
Entry from the Open Molecules 2025 dataset: one molecule with the formula C27H32N2O7 (ωB97M-V/def2-TZVPD).

Output
SMILES   COc1ccc([C@H]2[C@H](C(=O)N3CCC4(CC3)OCCO4)c3cc(OC)c(OC)cc3C(=O)N2C)cc1
Orbital gap   8.63 eV
LUMO level   0.582 eV

Geometry as ORCA input:
```
! wB97M-V def2-TZVPD RIJCOSX def2/J DEFGRID3
* xyz 0 1
C -3.569 -1.972 -5.851
O -3.490 -2.732 -4.671
C -3.250 -2.089 -3.495
C -3.190 -2.897 -2.359
C -2.955 -2.345 -1.118
C -2.768 -0.976 -0.975
C -2.448 -0.379 0.375
C -0.981 0.085 0.344
C -0.097 -1.146 0.173
O -0.333 -2.162 0.800
N 0.949 -1.079 -0.686
C 1.441 0.050 -1.438
C 2.767 0.547 -0.859
C 3.799 -0.599 -0.821
C 3.206 -1.829 -0.129
C 1.863 -2.203 -0.752
O 4.968 -0.199 -0.135
C 5.864 0.343 -1.081
C 5.356 -0.180 -2.441
O 4.215 -0.947 -2.126
C -0.658 0.806 1.624
C 0.581 0.715 2.245
C 0.857 1.433 3.397
O 2.034 1.392 4.073
C 3.025 0.488 3.650
C -0.134 2.288 3.939
O 0.227 2.973 5.056
C -0.726 3.828 5.640
C -1.366 2.360 3.322
C -1.639 1.616 2.173
C -3.000 1.698 1.595
O -3.789 2.573 1.920
N -3.329 0.732 0.696
C -4.720 0.589 0.327
C -2.819 -0.178 -2.108
C -3.063 -0.718 -3.359
H -4.383 -1.241 -5.807
H -3.770 -2.685 -6.649
H -2.627 -1.453 -6.060
H -3.332 -3.959 -2.478
H -2.899 -2.983 -0.249
H -2.541 -1.162 1.143
H -0.874 0.782 -0.490
H 0.722 0.867 -1.454
H 1.611 -0.284 -2.469
H 2.626 0.920 0.155
H 3.152 1.362 -1.474
H 3.088 -1.598 0.930
H 3.910 -2.654 -0.228
H 1.410 -3.035 -0.212
H 2.012 -2.479 -1.800
H 5.849 1.439 -1.041
H 6.866 -0.013 -0.836
H 6.074 -0.836 -2.937
H 5.094 0.643 -3.117
H 1.326 0.055 1.831
H 2.654 -0.542 3.644
H 3.414 0.740 2.657
H 3.830 0.576 4.377
H -1.612 3.276 5.971
H -0.232 4.270 6.504
H -1.032 4.621 4.951
H -2.161 2.982 3.702
H -5.281 1.349 0.870
H -4.864 0.734 -0.744
H -5.081 -0.404 0.601
H -2.677 0.890 -2.020
H -3.102 -0.062 -4.214
*
```



# 4
Entry from the Open Molecules 2025 dataset: a 3-piece molecular cluster, C27H32N3O5P overall at a distorted geometry (ωB97M-V/def2-TZVPD).

Output
SMILES   c1ccc(OC[PH3]CCCCn2cccc2)cc1.O=[N+]([O-])c1ccccc1.O=[N+]([O-])c1ccccc1
Orbital gap   7.20 eV
LUMO level   -0.673 eV

Geometry as ORCA input:
```
! wB97M-V def2-TZVPD RIJCOSX def2/J DEFGRID3
* xyz 0 1
C -2.915 -2.034 -3.228
C -2.922 -2.863 -2.140
C -1.904 -2.760 -1.214
C -0.905 -1.843 -1.422
O 0.119 -1.745 -0.490
C -0.360 -1.219 0.775
P -1.172 0.514 0.595
C -1.868 2.272 0.351
C -0.877 3.265 -0.308
C 0.374 3.569 0.564
C 1.677 2.843 0.139
N 2.479 2.637 1.359
C 2.206 1.679 2.266
C 3.100 1.763 3.291
C 3.940 2.850 2.955
C 3.559 3.387 1.764
C -0.896 -1.026 -2.524
C -1.916 -1.125 -3.444
H -3.711 -2.084 -3.967
H -3.700 -3.603 -1.989
H -1.869 -3.385 -0.328
H -1.028 -1.938 1.272
H 0.537 -1.162 1.404
H -0.265 0.743 -0.491
H -0.914 0.763 1.978
H -2.432 -0.064 0.268
H -2.733 2.215 -0.323
H -2.183 2.672 1.323
H -0.643 2.982 -1.340
H -1.437 4.207 -0.364
H 0.571 4.643 0.521
H 0.165 3.288 1.598
H 1.526 1.872 -0.337
H 2.270 3.444 -0.553
H 1.379 1.001 2.126
H 3.135 1.150 4.177
H 4.747 3.204 3.584
H 3.943 4.220 1.198
H -0.068 -0.330 -2.599
H -1.923 -0.490 -4.322
O 4.378 4.730 -1.388
N 5.478 4.254 -1.600
O 6.525 4.799 -1.323
C 5.547 2.931 -2.234
C 4.376 2.290 -2.592
C 4.446 1.050 -3.206
C 5.681 0.466 -3.453
C 6.848 1.118 -3.079
C 6.785 2.359 -2.466
H 3.413 2.739 -2.402
H 3.537 0.540 -3.495
H 5.733 -0.500 -3.938
H 7.810 0.660 -3.269
H 7.694 2.866 -2.177
O -2.360 -3.958 2.304
N -3.323 -3.586 2.947
O -3.283 -2.752 3.827
C -4.625 -4.192 2.635
C -4.697 -5.172 1.661
C -5.922 -5.757 1.385
C -7.057 -5.356 2.078
C -6.969 -4.365 3.047
C -5.747 -3.778 3.330
H -3.815 -5.485 1.121
H -5.993 -6.529 0.630
H -8.012 -5.819 1.864
H -7.854 -4.052 3.584
H -5.679 -3.008 4.086
*
```